Record 1
Density functional theory data (the ωB97M-V functional and the def2-TZVPD basis) for C3H7NO3 in the gas phase in a non-equilibrium geometry.

Its total charge is 0. As for the SMILES: [H]/N=C(/O)COCO. Its molecular weight is 105.1 g mol⁻¹. For the gap between HOMO and LUMO, the calculation gives 11.2566 eV. The value obtained for the LUMO energy is 0.77 eV.

Element x y z (Å)
C 0.6473 -0.5817 1.5939
O -1.8045 0.4575 -1.8828
H 1.4876 0.9422 1.7872
H -0.8338 1.2059 0.3690
C -0.6813 -0.0638 -1.3580
O 1.0120 0.2605 0.3581
H 0.3265 1.7472 -0.8621
N -0.3360 -1.2440 -1.6256
H 0.5501 -1.5016 -1.2017
H -2.1738 -0.1943 -2.4979
O 0.9297 0.3579 2.5292
H 1.3591 -1.4158 1.5548
H -0.4185 -0.8419 1.5723
C -0.0644 0.8718 -0.3364

=====

Record 2
Density functional theory data (the ωB97M-V functional and the def2-TZVPD basis) for C24H30N2O5 in the gas phase.

Its total charge is 0. As for the SMILES: COc1ccc(C(=O)N(C)C[C@H](O)c2ccccc2)cc1OC1CCN(C(C)=O)CC1. Its molecular weight is 426.5 g mol⁻¹. For the gap between HOMO and LUMO, the calculation gives 8.9972 eV. The value obtained for the LUMO energy is 0.45 eV.

Element x y z (Å)
C -4.3413 0.1153 -0.7511
C -5.6880 0.8915 1.6862
H -4.2845 -3.8591 -1.0836
H -6.7140 2.3763 -2.0209
O 5.7159 -1.4146 0.9366
H -3.7178 0.8111 2.5681
C 2.4067 -1.0745 0.7643
C -7.5310 2.3244 -1.3051
O -2.2438 0.1191 0.4868
H -0.7644 -4.1117 -0.6046
H 9.6479 2.9240 -0.4090
H 4.3372 1.5556 0.4156
C 7.8527 2.1897 -1.3145
H 3.1317 0.8712 -1.6650
H 7.9641 2.7888 -2.2068
H 7.4458 0.0275 1.8396
H -3.8694 1.9597 1.2340
H -4.0180 -0.6563 -1.4490
C -3.6465 -0.0785 0.6007
H -4.0560 1.0907 -1.1503
H 1.5264 -3.4515 -0.0911
H 1.5218 0.2275 -1.2980
N 2.9265 0.0550 0.2354
C -4.1655 0.9709 1.5870
H 0.1347 0.4658 0.9009
C -7.0044 2.1729 0.1076
H -2.6879 -4.0528 -1.8476
C -0.0406 -0.5401 0.5530
H -6.3599 0.1815 -1.5228
H 6.0344 1.2816 -1.9783
C 1.0083 -1.4353 0.3991
H -2.9519 -4.6012 -0.1661
O 3.0489 -1.7748 1.5376
H -6.1284 -0.9366 -0.1694
C 6.6143 0.5655 -0.0439
O -7.2325 3.0043 0.9648
C -1.6314 -2.2075 -0.1496
C -1.3605 -0.8974 0.2949
C 8.7983 2.2649 -0.3055
N -6.2908 1.0511 0.3791
H 2.0454 1.7684 -0.5878
C 4.2302 0.5058 0.6932
H -8.0972 3.2507 -1.3498
H 4.8764 -1.7753 1.2812
H -5.9866 -0.0796 2.0977
H 5.0978 -0.6856 -0.8882
C -3.2094 -3.8404 -0.9091
C 6.7667 1.3435 -1.1844
H -8.1880 1.4974 -1.5646
C 2.3705 0.7685 -0.8878
O -2.9304 -2.5427 -0.4423
C -0.5749 -3.1018 -0.2796
H -6.0733 1.6871 2.3255
C 5.4038 -0.3256 0.1129
C 0.7270 -2.7338 0.0021
C -5.8590 0.0508 -0.5661
H 4.2684 0.4212 1.7833
C 8.6529 1.4890 0.8315
H -3.8617 -1.0788 0.9899
C 7.5641 0.6456 0.9638
H 9.3901 1.5415 1.6192

=====

Record 3
Density functional theory data (the ωB97M-V functional and the def2-TZVPD basis) for a molecular structure, C29H26BrFeN3O5Te in a non-equilibrium geometry.

Its total charge is -1. Its molecular weight is 759.9 g mol⁻¹. For the gap between HOMO and LUMO (alpha / beta), the calculation gives 7.0512 / 5.6776 eV. Its expectation value of S² is 8.768. The multiplicity is 6. The value obtained for the LUMO energy (alpha / beta) is 2.49 / 1.21 eV.

Element x y z (Å)
C -2.4816 -1.3230 -1.3355
H 0.9057 -7.7815 1.2476
H -4.6491 1.3180 -1.6783
C -0.0544 4.0628 4.7187
H 1.5419 0.6090 4.1874
C 0.1631 2.0404 3.4404
O 0.6878 0.2917 1.9352
H -3.1898 1.7318 0.0931
Br 3.3076 0.4616 0.0696
C 0.9249 4.3641 -0.2018
C 0.0885 5.6032 -0.2697
H -0.7086 2.9847 -0.4896
C 0.3549 3.1012 -0.3260
H -0.3081 0.9168 -4.2942
C 2.3006 4.4324 -0.0125
H 4.1128 3.2735 0.1594
C 2.6396 -5.9297 -0.9834
H -0.5652 5.5780 -1.1396
H 3.2826 -6.0274 -1.8487
N -1.5096 0.6458 0.5673
C 2.3213 -4.6727 -0.5064
C -1.5347 -4.0029 -2.0082
Te 1.0558 -2.5474 1.3458
O -1.4373 -1.6882 -0.6922
C 1.5064 -4.5039 0.6070
C 1.4521 2.3477 5.4497
C 1.3130 -6.9093 0.7494
H 0.7492 -0.4656 -4.6422
C 3.0414 3.2680 0.0369
N -1.2573 1.4665 1.6202
O -2.7411 -3.4910 -2.5318
C -4.8319 -0.5367 -2.7185
H -1.1373 3.6433 2.9069
H 1.1733 4.2110 6.4692
H 2.7878 5.3947 0.0901
C -2.5777 0.8493 -0.1280
C -0.4154 3.2921 3.6292
H 2.7172 -3.7986 -1.0036
C 0.8826 3.5979 5.6275
H -4.7557 -2.5025 -3.5918
C -3.0799 -0.0357 -1.1319
C 2.1426 -7.0591 -0.3500
H -1.3919 -4.9653 -2.5047
O 0.9869 -0.1166 -2.0923
H 2.1760 1.9775 6.1590
H 0.7265 6.4829 -0.3305
O 2.1803 1.6340 -2.7647
C -4.2331 0.3320 -1.8411
H 0.3553 -5.5437 2.0799
C -3.1447 -2.2076 -2.2503
C 1.0991 1.5774 4.3592
C -4.2871 -1.8053 -2.9105
C 1.3658 0.7337 -2.9531
H 1.2646 1.1915 -5.0766
N 1.0491 1.9818 -0.2341
C 2.3504 2.0706 -0.0757
H -1.5822 -4.1537 -0.9255
C 1.0020 -5.6481 1.2206
H 2.4073 -8.0458 -0.7044
H -0.5030 5.0368 4.8666
H -0.5368 5.6887 0.6193
C 0.7277 0.5823 -4.3501
H -0.6863 -3.3552 -2.2318
C -0.1435 1.1957 2.2603
Fe 0.3171 -0.6077 -0.1194
H -5.7198 -0.2471 -3.2648

=====

Record 4
Density functional theory data (the ωB97M-V functional and the def2-TZVPD basis) for a molecular structure, C25H22BeN5O2S2.

Its total charge is +1. Its molecular weight is 497.6 g mol⁻¹. For the gap between HOMO and LUMO, the calculation gives 8.8166 eV. The value obtained for the LUMO energy is -2.77 eV.

Element x y z (Å)
C -3.8941 -0.2705 -1.8353
H -0.0510 2.4392 0.5945
H -0.9604 -1.6965 4.5767
N 0.5980 -1.4357 -2.6885
N -2.2472 0.8832 0.0830
O 1.9739 -1.7469 -4.7894
H 2.3810 1.8698 -1.0453
H 4.6402 0.5343 -1.6425
H 1.6063 1.9137 0.8987
Be 0.4979 -0.9400 -0.0281
C -2.6325 0.1886 -2.1753
C 4.2005 -2.4789 -0.1598
H 5.9126 -1.5108 -1.0247
C 4.8592 -1.4311 -0.7922
H -2.2521 0.0977 -3.1853
N 0.1113 -0.5858 1.6116
H -3.3189 -5.1570 -4.5526
H -2.4167 -4.2524 -2.4157
C 4.1582 -0.2894 -1.1343
C -1.0322 -2.9650 -3.4322
O 0.2289 0.0057 -4.6797
C -0.2815 -1.4337 2.5718
C -0.6098 0.3768 4.0776
H -4.5359 -0.7167 -2.5836
C -0.5517 -2.5293 -4.6559
C 0.1332 0.7258 1.8471
C -2.0402 -3.9678 -5.7909
H -0.8964 0.7558 5.0495
H -5.2872 -0.5108 -0.2088
C -3.4569 0.4244 0.3994
N 0.5925 0.7843 -0.5845
H -0.2147 0.9192 -2.5161
N 2.1820 -1.2357 -0.2173
C -1.0329 -3.0096 -5.8537
S 0.6876 -1.3130 -4.3392
S -0.7343 -2.4739 -0.6697
H -0.4586 2.3620 -1.5316
C -0.2158 1.2494 3.0810
H 1.7717 0.8407 -2.3350
C -2.5359 -4.4113 -4.5686
C -0.3188 -2.2713 -2.3229
H -2.4449 -4.3719 -6.7089
C 2.8078 -0.2308 -0.8379
C -0.6478 -0.9906 3.8217
C 0.5915 1.5661 0.6919
C -4.3139 -0.1583 -0.5197
C 1.9175 0.9046 -1.2580
H 2.2851 -3.1275 0.5898
C -2.0388 -3.9104 -3.3703
H 4.7185 -3.3862 0.1136
C 2.8573 -2.3431 0.1119
C -1.8463 0.7532 -1.1800
H -0.6494 -2.6575 -6.8015
C -0.4731 1.2662 -1.5219
H -0.1934 2.3180 3.2438
H -3.7547 0.5362 1.4361
H -0.3012 -2.4829 2.3064

=====

Record 5
Density functional theory data (the ωB97M-V functional and the def2-TZVPD basis) for 2 unconnected molecules or ions with the total composition C5H9NO.

Its total charge is 0. As for the SMILES: C=C(C)C#N.CO. Its molecular weight is 99.1 g mol⁻¹. For the gap between HOMO and LUMO, the calculation gives 10.2117 eV. The value obtained for the LUMO energy is 0.44 eV.

Element x y z (Å)
H 1.7037 1.4302 1.4467
O 1.4331 0.9057 0.6872
H 2.0330 0.1686 -1.0806
H 2.7579 1.7445 -0.6925
H -2.4501 1.1331 0.0752
H -1.6217 0.7573 -1.4299
C -2.5584 -1.5571 -0.1705
H 0.6294 -0.8584 0.6892
C -1.5308 0.7026 -0.3389
H 3.3486 0.2541 0.1049
H -0.6761 1.3045 -0.0257
H -0.3615 -2.4245 0.8244
C 2.4596 0.7754 -0.2766
N -3.4642 -2.2182 -0.4490
C -0.3118 -1.3743 0.5557
C -1.3906 -0.7434 0.0805

=====

Record 6
Density functional theory data (the ωB97M-V functional and the def2-TZVPD basis) for C4H7NO in the gas phase.

Its total charge is 0. As for the SMILES: CN1CCC1=O. Its molecular weight is 85.1 g mol⁻¹. For the gap between HOMO and LUMO, the calculation gives 10.3571 eV. The value obtained for the LUMO energy is 0.99 eV.

Element x y z (Å)
H 1.8164 0.6625 -0.6788
C -0.0582 0.8657 0.8419
O 0.5095 1.7653 1.4009
H 2.4972 -0.7528 0.1371
H -0.8765 -1.2086 -1.0618
H -1.3355 1.1871 -0.8141
N 0.4227 -0.3935 0.4690
C -0.9028 -0.8005 -0.0486
H -2.3186 0.8732 0.6501
C 1.6118 -0.3718 -0.3713
H -1.4000 -1.5165 0.6118
C -1.3894 0.6478 0.1370
H 1.4235 -0.9579 -1.2733

=====

no.,electronic energy (eV)
1,-10855.5178
2,-38593.0198
3,-156927.4996
4,-59898.6123
5,-8866.9755
6,-7798.2147